Entry from OMol25: C14H37N3O2RuS2 as an isolated structure (ωB97M-V/def2-TZVPD).

```
! wB97M-V def2-TZVPD RIJCOSX def2/J DEFGRID3
* xyz 3 2
Ru -0.291 -0.429 -0.147
N 0.000 -2.509 0.084
C -0.220 -2.967 1.491
C -1.250 -2.060 2.123
N -0.912 -0.623 1.871
C 0.125 -0.037 2.776
C 1.505 -0.194 2.179
N 1.422 0.200 0.738
H -0.689 -2.958 -0.524
H 0.895 -2.849 -0.266
H 0.730 -2.937 2.020
H -0.562 -4.001 1.509
H -1.338 -2.251 3.194
H -2.229 -2.237 1.674
H -1.766 -0.099 2.054
H 0.077 -0.489 3.768
H -0.109 1.023 2.886
H 1.869 -1.217 2.226
H 2.227 0.434 2.702
H 2.253 -0.121 0.240
H 1.430 1.219 0.667
C 0.410 4.105 0.426
C -1.074 3.985 0.129
S -1.738 2.401 0.649
O -1.120 1.378 -0.383
C -3.450 2.540 0.120
C -4.236 3.446 1.065
H 0.767 5.071 0.072
H 0.983 3.344 -0.108
H 0.618 4.049 1.495
H -1.309 4.083 -0.932
H -1.654 4.723 0.687
H -3.824 1.515 0.141
H -3.441 2.894 -0.912
H -4.250 3.058 2.082
H -5.265 3.486 0.709
H -3.861 4.468 1.076
C 0.155 2.206 -5.753
C -0.749 1.076 -5.277
C 0.032 -0.060 -4.628
S 0.780 0.506 -3.070
O 0.282 -0.596 -2.037
C 2.551 0.189 -3.266
C 3.018 -1.246 -3.048
C 2.514 -2.271 -4.054
H -0.426 2.989 -6.237
H 0.886 1.845 -6.478
H 0.698 2.675 -4.926
H -1.286 0.642 -6.121
H -1.511 1.444 -4.584
H 0.839 -0.413 -5.269
H -0.588 -0.908 -4.334
H 3.036 0.882 -2.575
H 2.767 0.552 -4.275
H 2.761 -1.558 -2.029
H 4.109 -1.204 -3.078
H 1.436 -2.423 -3.986
H 2.992 -3.233 -3.878
H 2.758 -1.975 -5.075
*
```

Properties
ΔE to the lowest compared entry with this formula, charge and spin	8.4	kcal per mole
highest occupied orbital energy (spin up / spin down)	-18.93 / -18.96	eV
molecular weight	444.673	g/mol
calculated total energy	-47910.1048	eV
orbital gap (spin up / spin down)	0.3132 / 0.2888	Eh
<S²>	0.754